[1]
Computed, not measured: C4H6NO4S2 as an isolated structure at a distorted geometry, with ωB97M-V/def2-TZVPD.

```
17
Properties=species:S:1:pos:R:3:forces:R:3:nbo_charge:R:1
C 0.532 -0.605 -2.618 -0.5 -0.6 0.7 0.72
C 0.287 -1.603 -1.444 -0.1 1.4 -1.0 -0.59
C -0.067 -0.471 -0.473 -1.2 1.8 -3.7 -0.23
C 0.600 1.514 1.075 1.1 0.5 0.1 -0.76
N 0.639 0.638 -1.947 -1.1 -2.2 2.4 -0.77
O -1.759 0.625 -2.528 -0.9 0.0 -0.5 -1.03
O 0.536 -0.848 -3.788 0.4 0.1 -0.2 -0.57
O -0.889 2.502 -1.240 -0.2 -0.6 -0.3 -1.04
O -0.197 2.301 -3.535 -0.6 0.0 -1.0 -0.99
S 0.804 -0.266 0.972 0.7 -0.3 0.8 0.26
S -0.708 1.609 -2.387 1.1 1.5 1.0 2.50
H -0.469 -2.357 -1.765 0.9 0.3 0.8 0.24
H 1.311 -1.848 -1.199 0.1 -1.3 0.2 0.23
H -1.131 -0.075 -0.587 1.5 -0.7 0.6 0.27
H -0.485 1.691 1.157 0.7 0.6 0.6 0.24
H 0.877 1.842 0.056 -0.1 0.2 0.7 0.28
H 1.373 1.947 1.832 -1.9 -0.7 -1.1 0.22
```
Forces are in eV/Å.

Calculated values
LUMO energy ... 2.93 eV
Total charge ... -1
Spin multiplicity ... 1
Relative energy (zero: lowest compared OMol25 entry of this formula, charge and spin) ... 234.54 kJ/mol

[2]
Computed, not measured: an isolated ion of composition C4H6NOS and charge +1 at a distorted geometry, with ωB97M-V/def2-TZVPD.

```
13
Properties=species:S:1:pos:R:3:forces:R:3:nbo_charge:R:1
C 1.562 -0.535 -0.068 -0.5 -0.1 0.1 -0.40
C 0.209 -0.978 0.037 2.7 -0.7 -1.7 0.25
C 1.621 0.832 0.023 0.9 1.3 -0.5 0.37
C -1.751 0.669 0.130 0.9 -0.4 0.3 -0.12
N -1.031 -0.558 0.126 -5.3 -1.8 -0.4 -0.59
O 2.690 1.613 -0.047 -0.7 -2.1 0.0 -0.59
S -3.412 0.680 0.168 0.6 -2.1 0.1 0.31
H 2.343 -1.313 -0.340 -1.0 1.4 0.7 0.29
H 0.233 -1.995 -0.261 -0.5 -1.2 0.4 0.22
H 0.594 1.198 0.037 0.4 1.4 0.4 0.21
H -1.738 -1.435 -0.019 2.1 2.3 0.6 0.40
H 2.597 2.571 -0.037 -0.7 0.2 0.1 0.53
H -3.920 -0.751 0.250 1.1 2.0 -0.2 0.09
```
Forces are in eV/Å.

Calculated values
LUMO energy ... -5.82 eV
Total charge ... +1
Spin multiplicity ... 1
Relative energy (zero: lowest compared OMol25 entry of this formula, charge and spin) ... 379.21 kJ/mol

[3]
Computed, not measured: C4H6NP as an isolated structure at a distorted geometry, with ωB97M-V/def2-TZVPD.

```
12
Properties=species:S:1:pos:R:3:forces:R:3:nbo_charge:R:1
C -0.579 0.735 -0.131 -2.0 -1.2 -0.9 -0.31
C -0.095 1.907 0.525 -0.5 2.2 -1.0 -0.05
C -0.080 -0.521 0.034 2.2 0.7 4.0 -0.12
C -0.318 -1.793 -0.663 0.5 -0.1 -2.0 -0.70
N 0.974 1.857 1.237 -0.6 0.4 -0.8 -0.75
P 2.167 0.954 1.501 1.0 -1.1 0.7 0.65
H -1.536 0.922 -0.808 2.3 -0.6 1.2 0.23
H -0.432 2.917 0.144 0.0 -1.2 0.9 0.20
H 0.307 -2.660 -0.393 -1.2 0.1 1.0 0.24
H 0.209 -1.664 -1.605 0.0 0.4 -0.8 0.24
H -1.358 -1.934 -1.023 0.5 -0.5 0.8 0.23
H 0.743 -0.721 1.182 -2.2 0.9 -3.3 0.14
```
Forces are in eV/Å.

Calculated values
LUMO energy ... -0.48 eV
Total charge ... 0
Spin multiplicity ... 1
Relative energy (zero: lowest compared OMol25 entry of this formula, charge and spin) ... 310.93 kJ/mol